[1]
# C4H7NO

C4H7NO in the gas phase in a non-equilibrium geometry (wB97M-V/def2-TZVPD, the Open Molecules 2025 dataset).

Structure (XYZ):
```
13
Properties=species:S:1:pos:R:3:forces:R:3
C 0.076802 1.583621 -0.272198 -1.665 0.010 -0.357
C -0.069258 0.263884 0.533206 -1.049 1.785 1.475
C -0.925730 -0.884627 -0.103559 -0.442 0.292 0.461
C 0.438989 -1.647957 -0.286434 -0.122 0.747 0.960
H -0.960517 2.005510 -0.493763 1.175 -0.329 0.775
H 0.389932 1.327555 -1.270745 0.708 0.007 -0.435
H 0.709478 2.390193 0.168898 -0.415 -0.881 -0.208
H -0.353004 0.606371 1.608577 0.199 -0.993 -1.582
H -1.622866 -1.308315 0.653126 0.737 -0.131 -0.454
H -1.557324 -0.656606 -0.972508 0.568 0.010 -0.013
H 2.006437 -0.384936 0.734957 -0.183 -0.426 -0.278
N 1.046184 -0.631220 0.511529 0.708 -1.222 -0.893
O 0.820876 -2.663472 -0.811086 -0.218 1.130 0.550
```
Forces are in eV/Å.

Computed properties:
Gap between HOMO and LUMO   10.72 eV
SMILES   C[C@H]1CC(=O)N1
HOMO energy   -9.77 eV
Total charge   0
F_max   2.542 eV/A



[2]
# C4H10N3S

A gas-phase ion, C4H10N3S (charge +1) in a non-equilibrium geometry (wB97M-V/def2-TZVPD, the Open Molecules 2025 dataset).

Structure (XYZ):
```
18
Properties=species:S:1:pos:R:3:forces:R:3
C 1.751484 0.786034 -0.196211 -0.481 0.820 0.505
C 0.293894 0.869712 -0.671752 1.226 1.639 1.191
C -0.684827 -0.011204 -0.037794 1.230 -0.010 -0.006
C -0.987219 0.155546 1.431650 1.244 3.294 -1.245
N 2.433513 1.798354 0.084864 0.476 -0.914 -1.354
N 0.614350 -1.699123 -0.065723 -0.954 0.563 0.311
N -1.524082 -0.406823 -0.967465 -0.506 0.735 0.974
S 2.098921 -1.135162 -0.175260 0.357 0.781 0.081
H -0.064512 1.902202 -0.623548 0.287 0.120 0.776
H 0.233838 0.766452 -1.727078 0.579 -0.595 -1.128
H -0.013992 0.176483 2.002226 -1.295 -0.017 -0.449
H -1.659072 -0.557247 1.741328 -1.371 -1.745 1.080
H -1.521384 1.201874 1.515927 1.110 -1.903 -0.010
H 3.475736 1.763135 0.070739 -0.979 -0.422 0.798
H 0.379368 -2.236931 0.776444 0.879 0.229 -0.215
H 2.169751 -0.939881 -1.502329 0.303 -0.576 -0.323
H -1.096695 -0.493016 -1.851504 -0.195 -0.365 -1.122
H -2.137575 -1.095740 -0.685896 -1.913 -1.634 0.137
```
Forces are in eV/Å.

Computed properties:
Gap between HOMO and LUMO   9.62 eV
HOMO energy   -13.27 eV
Total charge   +1
F_max   3.735 eV/A



[3]
# C11H25NNaO10S2

A molecular structure, C11H25NNaO10S2 in a non-equilibrium geometry (wB97M-V/def2-TZVPD, the Open Molecules 2025 dataset).

Structure (XYZ):
```
50
Properties=species:S:1:pos:R:3:forces:R:3
Na 0.825171 1.860060 -0.323698 0.022 0.197 0.785
S 2.220452 2.044802 2.427505 -4.349 -0.192 -1.860
O 1.136083 2.920817 1.829187 0.252 1.286 2.047
O 2.607873 1.411652 1.168388 2.802 -2.044 -1.271
O 3.305915 2.721741 3.133119 -0.073 -0.068 0.399
O 1.491063 0.997149 3.265343 1.168 0.457 0.505
S -0.933980 2.570954 -2.235307 1.829 -2.387 -1.109
O -1.475599 2.432113 -0.899204 -0.619 0.079 1.737
O -0.402480 1.132720 -2.614936 -0.088 1.720 0.314
O -1.952456 2.981266 -3.171268 -0.887 0.534 -1.280
O 0.236891 3.480816 -2.203985 0.148 -0.014 -0.164
C 4.241798 1.724644 -1.816034 0.591 -1.350 0.201
C 2.995766 1.507852 -2.572180 -0.691 0.403 -2.051
O 2.331360 0.376944 -2.074997 -1.498 0.050 -0.014
H 4.959013 1.005294 -2.237010 0.278 -0.067 0.851
H 3.948148 1.579697 -0.777568 0.471 -0.489 0.326
H 4.688643 2.683873 -1.836037 0.214 1.260 -0.548
H 3.135196 1.286538 -3.685084 0.254 0.760 0.921
H 2.353524 2.379506 -2.478553 -0.280 0.208 -0.234
H 1.391915 0.579592 -2.367917 0.183 -0.632 0.284
C -2.372829 0.956124 1.659996 -1.029 0.338 -1.030
C -2.201040 -0.426267 0.989961 0.058 0.014 0.421
C -2.615315 -0.513911 -0.470699 0.242 -0.385 -1.545
C -1.899191 -1.625154 -1.333115 -0.871 0.633 0.089
C -0.466402 -1.835884 -0.967692 1.586 0.736 -1.376
C -0.127559 -1.855073 0.482849 0.060 0.066 0.153
N -0.767833 -0.683956 1.064865 0.864 0.263 1.016
O -0.465194 -0.743008 2.444808 0.991 0.371 1.940
C -0.560252 -3.206993 1.025294 -0.533 -0.836 0.427
C 1.373158 -1.614034 0.727030 0.248 -2.424 -0.079
C -3.064274 -1.403254 1.815068 -0.433 -0.465 0.379
H -1.722038 1.736036 1.231354 -0.079 -0.577 0.223
H -2.208371 0.856592 2.747483 -0.305 0.175 -0.561
H -3.413810 1.259973 1.365856 0.571 0.014 0.725
H -3.682257 -0.760053 -0.555147 -0.041 0.371 0.229
H -2.419237 0.403967 -1.021797 -0.010 0.308 0.423
H -1.896458 -1.277208 -2.400015 -0.328 -0.388 0.860
H -2.462345 -2.566672 -1.235845 0.038 0.007 -0.180
H 0.117638 -0.976370 -1.321286 -0.340 -0.102 -0.500
H -0.069056 -2.723518 -1.502726 -0.022 0.256 0.354
H -0.009670 -4.018270 0.501424 -0.247 0.441 0.115
H -0.295068 -3.292965 2.090742 -0.503 0.007 -0.172
H -1.664226 -3.353038 0.827488 1.346 -0.100 0.453
H 1.796310 -0.752260 0.238855 -0.114 0.430 -0.048
H 1.562284 -1.574886 1.819179 0.109 -0.011 -0.818
H 1.878418 -2.535177 0.287087 -0.166 0.912 0.533
H -4.074703 -0.999826 2.075336 0.615 -0.189 -0.616
H -2.589123 -1.594541 2.764459 0.335 0.065 0.424
H -3.137909 -2.391647 1.344247 -0.469 0.319 -0.100
H 0.352055 -0.166754 2.775175 -1.301 0.041 -1.581
```
Forces are in eV/Å.

Computed properties:
Gap between HOMO and LUMO   4.64 eV
HOMO energy   1.33 eV
Total charge   -3
F_max   4.734 eV/A



[4]
# C2H3ClN2

C2H3ClN2 in the gas phase in a non-equilibrium geometry (wB97M-V/def2-TZVPD, the Open Molecules 2025 dataset).

Structure (XYZ):
```
8
Properties=species:S:1:pos:R:3:forces:R:3
C 1.096448 -0.963770 0.004034 -3.223 2.292 1.726
C 0.095003 0.095914 0.342562 0.777 -7.362 1.182
N 1.947142 -1.717397 -0.042048 1.715 -1.317 -0.576
N -1.081528 -0.020334 -0.345482 -1.416 1.531 -0.627
Cl 1.022108 1.721793 -0.123438 1.781 5.292 -1.923
H -0.108064 0.250270 1.360464 0.297 -0.192 1.289
H -1.876653 0.401936 0.117736 -0.130 -0.137 0.065
H -1.094457 0.231590 -1.313828 0.199 -0.108 -1.136
```
Forces are in eV/Å.

Computed properties:
Gap between HOMO and LUMO (alpha / beta)   5.88 / 6.52 eV
HOMO energy (alpha / beta)   -5.53 / -11.04 eV
Total charge   0
Spin multiplicity   3
Expectation value of S²   2.01
F_max   7.496 eV/A



[5]
# H22O11

11 unconnected molecules or ions with the total composition H22O11 in a non-equilibrium geometry (wB97M-V/def2-TZVPD, the Open Molecules 2025 dataset).

Structure (XYZ):
```
33
Properties=species:S:1:pos:R:3:forces:R:3
O -1.507591 -3.529359 -0.663630 -0.225 -0.473 -0.820
H -1.087763 -2.703079 -0.485083 0.575 1.359 -0.322
H -1.782197 -3.745285 0.209584 -0.537 -0.861 1.065
O 3.014550 -0.410225 1.425128 0.533 0.658 0.169
H 2.233160 -0.330271 1.957264 -0.514 0.273 0.612
H 2.838716 -1.187025 0.901189 -0.142 -0.454 -0.527
O -0.547518 -0.884037 0.042791 -2.601 -0.291 0.544
H -0.373472 -0.038291 -0.321070 0.095 1.396 -0.712
H 0.260001 -1.313603 0.081147 2.802 -1.230 0.318
O 2.862641 -0.242673 -1.871323 -1.145 0.840 0.851
H 2.386285 0.428665 -1.292412 1.108 -1.155 -0.653
H 3.314774 0.372899 -2.448088 0.320 -0.055 -0.337
O -2.639439 1.370094 1.046244 1.569 0.834 2.298
H -2.996681 0.784323 0.408740 -0.674 -1.410 -0.835
H -2.199920 0.816451 1.751768 -1.033 0.633 -1.203
O -3.744375 -1.184575 0.464314 -0.266 0.339 -0.465
H -3.467178 -1.812440 1.130140 0.162 -0.207 0.040
H -3.340461 -1.463041 -0.368235 0.077 -0.259 0.307
O -2.108410 0.831005 -1.950595 -0.799 -0.600 0.605
H -2.480382 0.117603 -2.494892 0.558 0.624 -0.088
H -1.462312 1.343770 -2.426756 0.186 -0.060 -0.547
O 2.444245 -2.639090 -0.016584 0.797 -0.597 0.742
H 2.195418 -2.597693 -0.931055 -0.026 0.192 -0.893
H 3.408653 -2.811055 -0.021766 -0.788 0.066 -0.112
O 0.087589 1.968034 2.927186 0.543 0.789 2.020
H 0.505568 2.842269 2.885032 -0.110 -0.422 0.165
H -0.126125 1.783731 2.042573 -0.225 -0.468 -2.043
O -0.323593 2.060017 0.052389 -0.030 -0.971 -0.246
H -0.280702 2.980840 0.189063 0.516 1.974 0.089
H -1.253162 1.909928 0.334550 -0.662 -0.716 -0.087
O 2.314441 2.219042 -0.711267 0.835 0.205 -0.117
H 1.375497 2.069821 -0.576867 -0.421 0.413 -0.044
H 2.479744 2.993250 -1.269483 -0.475 -0.364 0.225
```
Forces are in eV/Å.

Computed properties:
Gap between HOMO and LUMO   10.62 eV
SMILES   O.O.O.O.O.O.O.O.O.O.O
HOMO energy   -10.60 eV
Total charge   0
F_max   3.076 eV/A



[6]
# C4H6ErO7

A molecular structure, C4H6ErO7 in a non-equilibrium geometry (wB97M-V/def2-TZVPD, the Open Molecules 2025 dataset).

Structure (XYZ):
```
18
Properties=species:S:1:pos:R:3:forces:R:3
O 0.092309 -3.762848 1.461590 0.066 -1.005 0.862
C 0.558304 -2.774693 0.821916 1.141 0.461 1.358
O 1.505099 -2.100223 1.353710 0.115 -0.389 0.587
O 0.063354 -2.492497 -0.347471 -0.601 0.355 -0.197
O -0.206977 1.089316 -1.136250 -0.376 -0.101 -0.087
C -0.465455 -0.088154 -0.459386 -0.529 -0.279 1.196
C 0.407079 -1.237443 -0.977986 0.725 0.090 -0.731
Er 1.595763 -3.725833 3.312778 -1.057 1.045 -2.564
H -1.530055 -0.371437 -0.574308 0.313 0.125 -0.185
H -0.286104 0.030537 0.628932 -0.005 -0.039 -0.310
H 1.468048 -1.023081 -0.806608 -0.276 -0.038 -0.007
H 0.248176 -1.415389 -2.047059 -0.044 0.109 0.310
C -0.644143 2.702850 -0.294902 -0.757 5.270 1.948
O -1.840978 2.682011 0.089028 0.978 -2.525 -1.173
O 0.316812 2.884299 0.687164 0.111 -1.704 -0.628
H 0.084496 2.316854 1.445588 -0.091 0.462 -0.404
O -0.320310 3.642205 -1.261654 0.453 -1.926 0.079
H -1.045419 3.643526 -1.895084 -0.166 0.088 -0.053
```
Forces are in eV/Å.

Computed properties:
Gap between HOMO and LUMO (alpha / beta)   6.53 / 6.70 eV
HOMO energy (alpha / beta)   -12.86 / -12.33 eV
Total charge   +1
Spin multiplicity   4
Expectation value of S²   3.94
F_max   5.670 eV/A